A single C3H5N3O molecule, computed with ωB97M-V/def2-TZVPD.

Last column: Mulliken charge in e.
Atoms and positions in Å:
C 0.37080 -1.76384 0.10173  -0.59
N -1.00823 0.03140 -0.69793  -0.21
C -0.46890 1.15327 -0.12493  0.52
O 0.04583 -0.90902 -0.99609  -0.29
N -1.07349 1.93076 0.70690  -0.66
C 0.94895 1.41671 -0.38897  0.25
N 2.05978 1.75551 -0.49851  -0.39
H -1.84127 -0.32630 -0.23860  0.31
H -0.44709 2.68305 1.02085  0.26
H 1.19217 -1.32380 0.67409  0.26
H 0.71341 -2.71551 -0.31233  0.24
H -0.49196 -1.93222 0.75378  0.31

Summary:
spin multiplicity	1
frontier orbital gap	10.57	eV
relative energy (zero: lowest compared OMol25 entry of this formula, charge and spin)	3.813	eV
SMILES	[H]/N=C(\C#N)NOC